1.
DFT (ωB97M-V/def2-TZVPD) results for a cluster of 2 separate species, C26H26N3O2 in total in a non-equilibrium geometry.

Last column: Löwdin charge in e.
Atoms and positions in Å:
C: -1.85633 -0.23601 3.71669  -0.137
C: -3.30215 -0.75420 3.53736  -0.166
C: -3.19080 -1.84023 2.46725  -0.053
C: -1.90212 -1.98036 2.03476  -0.054
C: -1.00129 -0.92518 2.63249  -0.286
C: 0.40929 -1.30842 3.00394  -0.216
C: 1.03452 -2.36996 2.33132  -0.037
C: 2.41943 -2.52548 2.46834  -0.062
C: 3.15809 -1.58361 3.20469  -0.078
C: 2.51510 -0.54074 3.88334  -0.074
C: 1.13570 -0.37792 3.77108  -0.053
H: -1.88442 0.85214 3.64734  0.089
H: -1.38528 -0.52503 4.65015  0.113
H: -3.67326 -1.14550 4.50168  0.116
H: -3.95480 0.09119 3.21338  0.111
H: -4.08530 -2.41084 2.17086  0.109
H: -1.53505 -2.72188 1.33404  0.089
H: 0.42850 -3.12905 1.82046  0.107
H: 2.89385 -3.39389 2.01797  0.108
H: 4.23274 -1.71876 3.31532  0.108
H: 3.06012 0.14702 4.52325  0.110
H: 0.60259 0.39437 4.33580  0.118
C: -1.16544 -0.78392 -1.56866  0.043
N: -1.81169 0.31061 -0.86385  0.021
C: -1.17653 1.13505 0.00467  -0.171
H: -0.86660 -0.19631 1.80630  0.103
C: 0.25365 1.41510 -0.06374  -0.141
C: 0.44720 2.37440 -1.10239  -0.001
C: 1.72026 2.83874 -1.43162  0.056
C: 2.81364 2.32347 -0.65184  -0.125
N: 4.12792 2.78847 -0.92153  -0.308
O: 5.09766 2.36593 -0.24212  0.082
O: 4.22714 3.62454 -1.85629  0.071
C: 2.65031 1.37647 0.37976  0.058
C: 1.36233 0.90707 0.63301  0.033
N: -2.08534 2.02230 0.49868  0.020
C: -1.76513 3.07876 1.44594  0.040
C: -3.27902 1.89964 -0.22776  -0.128
C: -3.10371 0.80143 -1.09805  -0.125
C: -3.77059 0.70284 -2.30918  0.009
C: -4.71876 1.71740 -2.58846  -0.042
C: -4.89955 2.82141 -1.70851  -0.042
C: -4.13527 2.95058 -0.52162  0.008
H: -1.81992 -1.13314 -2.36962  0.094
H: -0.20436 -0.44242 -1.96201  0.109
H: -0.97718 -1.64663 -0.91335  0.101
H: -0.41020 2.75050 -1.67950  0.141
H: 1.89156 3.56916 -2.23685  0.135
H: 3.49939 0.99485 0.96145  0.135
H: 1.21547 0.13393 1.38151  0.084
H: -2.59038 3.79116 1.50569  0.095
H: -1.60907 2.70144 2.46560  0.095
H: -0.84565 3.57186 1.12775  0.106
H: -3.52786 -0.12736 -2.99017  0.119
H: -5.33326 1.64762 -3.50604  0.122
H: -5.65552 3.59124 -1.95283  0.122
H: -4.17151 3.82158 0.15266  0.119

Computed properties:
Calculated total energy in hartree: -1320.738747
Molecular weight in g/mol: 412.51
Net charge: +1
Spin multiplicity: 1

---

2.
DFT (ωB97M-V/def2-TZVPD) results for an isolated molecule of C5H7NO2 in a non-equilibrium geometry.

Last column: Löwdin charge in e.
Atoms and positions in Å:
C: -0.79176 2.01277 0.12531  -0.160
C: 0.94497 -0.18448 -0.09354  -0.001
C: -1.36894 0.81611 0.02552  -0.048
C: 1.39023 1.00828 -0.03319  -0.359
C: 1.19221 -1.61490 0.00911  -0.109
N: -2.69916 0.45338 0.17248  0.079
O: 0.54487 2.22848 -0.08311  -0.039
O: 2.69208 1.44495 0.01607  0.049
H: -1.29283 2.94725 0.17132  0.116
H: 1.35122 -1.90709 1.07634  0.091
H: 0.41541 -2.13450 -0.49589  0.056
H: 2.19603 -1.95325 -0.32305  0.087
H: -2.96380 -0.18449 0.87522  0.076
H: -2.94825 0.02651 -0.63218  0.037
H: 2.85884 2.33345 -0.37623  0.128

Computed properties:
Calculated total energy in hartree: -399.756579
Molecular weight in g/mol: 113.12
Net charge: 0
Spin multiplicity: 1

---

3.
DFT (ωB97M-V/def2-TZVPD) results for a cluster of 2 separate species, C3H11NOS2 in total in a non-equilibrium geometry.

Last column: Löwdin charge in e.
Atoms and positions in Å:
S: 0.64387 -0.65959 3.21891  0.265
S: 1.74682 0.54695 2.01480  0.401
C: 1.10107 0.63883 0.24704  -0.499
C: -0.28463 1.27242 0.41679  -0.303
C: -1.15990 1.08673 -0.88806  -0.246
N: -0.31960 0.62649 -2.05726  -0.020
H: 0.57631 -1.97669 2.94217  -0.205
H: 1.80019 1.40404 -0.08732  0.060
H: 1.14296 -0.26053 -0.37027  0.062
H: -0.91740 0.69060 1.15622  0.080
H: -0.28723 2.31244 0.71032  0.092
H: -1.85674 0.24703 -0.71865  0.101
H: -1.71149 2.02743 -1.00553  0.096
H: -0.80661 -0.00010 -2.68063  0.059
H: -0.08648 1.47305 -2.57883  0.069
H: -0.26207 -3.78448 -0.03607  0.044
H: 0.20552 -2.40908 0.06977  0.008
O: 0.47542 -3.23553 -0.35341  -0.064

Computed properties:
Calculated total energy in hartree: -1047.223781
Molecular weight in g/mol: 141.26
Net charge: 0
Spin multiplicity: 1
SMILES: NCCCSS.O

---

4.
DFT (ωB97M-V/def2-TZVPD) results for an isolated molecule of C6H8N2O in a non-equilibrium geometry.

Last column: Löwdin charge in e.
Atoms and positions in Å:
C: -0.82496 -2.03979 -1.18719  0.043
C: 0.42489 -1.38880 -0.51567  -0.338
C: 0.53026 0.11850 -0.52110  -0.278
C: 0.55801 2.17638 -1.02366  -0.078
C: 0.31354 2.12297 0.30997  -0.057
C: 0.08512 0.18827 1.98210  0.016
H: -0.92398 -2.92607 -1.25334  -0.034
H: -1.00902 -1.53343 -2.08944  0.080
H: -1.75775 -1.83891 -0.72475  0.082
H: 0.44837 2.91116 -1.62692  0.031
H: 0.10704 2.94399 0.88443  0.091
H: 0.13274 0.77136 2.61410  -0.049
H: 0.72132 -0.54681 2.34448  0.077
H: -0.96180 -0.52360 1.84638  0.182
N: 0.61967 0.85363 -1.54110  0.138
N: 0.21986 0.80102 0.69308  -0.039
O: 1.31670 -2.08987 -0.19136  0.132

Computed properties:
Calculated total energy in hartree: -418.016286
Molecular weight in g/mol: 124.14
Net charge: 0
Spin multiplicity: 1
SMILES: CC(=O)c1nccn1C

---

5.
DFT (ωB97M-V/def2-TZVPD) results for a structure of composition C40H41BF2N4P2PdSTe.

Last column: Löwdin charge in e.
Atoms and positions in Å:
Pd: 0.15315 -0.32478 0.14733  0.173
Te: -2.49164 2.92061 -0.78379  1.199
C: -4.31070 3.90613 -0.32148  -0.553
C: -5.48644 3.25380 0.03840  -0.160
C: -6.62198 3.99658 0.31853  -0.170
N: -6.68393 5.32860 0.27322  0.021
C: -5.55257 5.94853 -0.06965  -0.192
C: -4.36855 5.29934 -0.36993  -0.159
C: -3.06063 0.90970 -0.50746  -0.985
P: -2.74306 0.09463 -2.11891  0.858
C: -4.38338 0.02609 -2.97129  -0.386
C: -5.37544 0.97242 -2.72661  -0.098
C: -6.54708 1.00415 -3.47362  -0.102
C: -6.75515 0.08347 -4.49005  -0.130
C: -5.77013 -0.86225 -4.75514  -0.117
C: -4.60007 -0.88177 -4.01251  -0.123
C: -2.58651 -1.70046 -1.71960  -0.413
C: -3.66559 -2.53360 -1.42195  -0.115
C: -3.47108 -3.87473 -1.13385  -0.107
C: -2.18440 -4.40351 -1.12468  -0.114
C: -1.10183 -3.58635 -1.40921  -0.092
C: -1.30413 -2.24504 -1.71550  -0.149
P: -1.99494 0.18429 0.78930  0.755
C: -3.02927 -1.21680 1.43706  -0.345
C: -2.38331 -2.35693 1.89917  -0.103
C: -3.10992 -3.40381 2.45640  -0.106
C: -4.49084 -3.31955 2.55214  -0.123
C: -5.14522 -2.18437 2.08299  -0.104
C: -4.41731 -1.14439 1.52798  -0.102
C: -2.25586 1.25714 2.27328  -0.371
C: -3.40532 2.00587 2.50752  -0.123
C: -3.53821 2.76694 3.65829  -0.095
C: -2.52036 2.78059 4.60611  -0.115
C: -1.37933 2.01999 4.39587  -0.094
C: -1.25153 1.26438 3.23627  -0.117
H: -5.50320 2.16988 0.09063  0.070
H: -7.54094 3.48832 0.59767  0.094
H: -5.59737 7.03385 -0.10538  0.088
H: -3.49297 5.88172 -0.63650  0.081
H: -5.22637 1.69241 -1.93768  0.045
H: -7.29914 1.75387 -3.25275  0.093
H: -7.67075 0.10054 -5.07015  0.083
H: -5.91506 -1.59125 -5.54514  0.088
H: -3.84217 -1.62575 -4.23477  0.101
H: -4.66719 -2.12071 -1.40309  0.107
H: -4.32018 -4.50213 -0.88763  0.093
H: -2.02951 -5.44863 -0.87965  0.088
H: -0.09143 -3.97618 -1.38040  0.099
H: -0.45266 -1.60460 -1.92035  0.046
H: -1.30335 -2.41414 1.80001  0.085
H: -2.59438 -4.29152 2.80551  0.092
H: -5.05929 -4.13722 2.98190  0.084
H: -6.22619 -2.11680 2.14522  0.089
H: -4.91727 -0.26708 1.13040  0.089
H: -4.19711 1.99301 1.77332  0.056
H: -4.43561 3.35692 3.81036  0.093
H: -2.61852 3.38362 5.50216  0.086
H: -0.56986 2.01581 5.11626  0.087
H: -0.35404 0.67567 3.08162  0.046
C: 5.03730 4.71045 1.78195  -0.100
C: 4.36362 3.35524 1.65424  -0.263
N: 3.49790 3.10436 2.81069  -0.032
C: 2.52961 2.11065 2.73251  -0.867
S: 2.48069 0.92106 3.92424  0.539
N: 1.67644 2.16995 1.71994  0.014
C: 1.27595 3.36152 0.97883  -0.236
C: 1.37564 3.15906 -0.52564  -0.119
H: 5.70572 4.88889 0.93709  0.065
H: 5.63200 4.76703 2.69726  0.064
H: 4.29489 5.50995 1.81531  0.066
H: 5.10275 2.55210 1.57165  0.090
H: 3.76594 3.31474 0.74931  0.088
H: 4.03863 2.93531 3.64747  0.078
H: 1.08054 1.35039 1.52323  0.037
H: 1.87523 4.20531 1.31981  0.100
H: 0.23566 3.57216 1.24845  0.093
H: 2.41182 3.06962 -0.85673  0.058
H: 0.89819 3.99095 -1.04877  0.058
H: 0.87543 2.22833 -0.80588  0.024
C: 5.33946 -2.32403 -0.09289  -0.096
C: 5.84661 -1.14821 -0.61759  -0.087
C: 5.72946 0.01046 0.13376  -0.173
N: 5.15210 0.06093 1.32921  0.072
C: 4.64558 -1.07152 1.81532  -0.154
C: 4.73216 -2.28674 1.15046  -0.072
H: 5.39221 -3.24801 -0.65530  0.101
H: 6.29726 -1.11577 -1.60055  0.095
H: 6.10234 0.95204 -0.25652  0.097
H: 4.15456 -0.98767 2.77814  0.047
H: 4.28744 -3.17181 1.58547  0.100
F: 2.54131 -1.72895 -1.29703  0.009
B: 2.02236 -0.55158 -0.79295  -0.733
F: 2.93854 0.43556 -1.09967  0.014

Computed properties:
Calculated total energy in hartree: -3469.379651
Molecular weight in g/mol: 954.64
Net charge: -2
Spin multiplicity: 1

---

6.
DFT (ωB97M-V/def2-TZVPD) results for an isolated molecule of C2H2S3 in a non-equilibrium geometry.

Last column: Löwdin charge in e.
Atoms and positions in Å:
C: 0.42920 0.32493 0.17206  -1.319
C: -0.97273 -0.15200 0.65459  -0.757
H: 2.14349 0.22233 -1.01666  -0.108
H: -1.19466 0.18347 1.65403  0.017
S: 0.92766 -0.21789 -1.37566  0.763
S: 1.00666 1.44678 1.16200  0.712
S: -1.78980 -1.31910 -0.13617  0.693

Computed properties:
Calculated total energy in hartree: -1271.910864
Molecular weight in g/mol: 122.24
Net charge: 0
Spin multiplicity: 1
SMILES: S=CC(=S)S